54
Properties=species:S:1:pos:R:3 method="wB97M-V/def2-TZVPD" energy_ev=-72685.8093 gap_ev=8.967 de_lowest_kj_mol=58.4
S -0.70 -2.32 -1.82
S -2.36 -0.49 -6.15
S 1.68 5.65 1.20
S 1.22 -2.56 6.34
O 0.69 1.45 0.74
O 0.67 -0.84 1.28
O -0.49 -1.72 -0.47
O -1.27 0.50 1.69
O 3.02 6.28 1.20
O -1.15 -1.13 -5.56
O 1.58 -1.70 5.19
O 3.21 1.80 2.59
N 3.81 -0.61 2.28
C -1.52 -3.90 -1.58
C -3.03 -1.63 -7.37
C 0.47 6.97 1.15
C -2.12 -1.49 -2.55
C 1.36 5.04 -0.46
C -1.78 0.73 -7.33
C -0.44 -3.20 6.03
C 2.06 -4.13 6.12
B -0.45 -0.58 2.05
B -0.44 1.61 1.54
B 2.90 0.54 2.10
B 1.38 0.36 1.33
H -3.42 -2.50 -6.84
H -1.84 -0.46 -2.75
H 1.73 -4.84 6.88
H -0.65 -1.25 3.01
H -0.82 -4.58 -1.09
H 3.39 -1.24 2.97
H -1.13 -2.36 6.08
H -1.80 -4.32 -2.55
H -1.08 0.27 -8.03
H 0.34 4.68 -0.52
H -0.69 -3.93 6.79
H -2.25 -1.93 -8.06
H 2.05 4.22 -0.66
H -1.28 1.53 -6.78
H 0.69 7.65 0.33
H -0.63 2.63 2.12
H -0.48 -3.65 5.04
H -3.84 -1.14 -7.91
H 3.13 -3.96 6.23
H 1.86 -4.52 5.12
H -2.63 1.14 -7.88
H -2.38 -1.98 -3.49
H 1.53 5.84 -1.18
H 3.52 2.39 1.90
H -2.40 -3.77 -0.95
H 3.76 -1.13 1.40
H 0.52 7.52 2.09
H -0.53 6.55 1.03
H -2.96 -1.52 -1.86

16
Properties=species:S:1:pos:R:3 method="wB97M-V/def2-TZVPD" energy_ev=-7393.3888 gap_ev=10.656 de_lowest_kj_mol=132.8
O -1.41 -0.98 1.11
C 1.42 -0.12 -0.71
C 0.07 0.02 -0.04
C -0.52 1.43 -0.27
C -0.12 -0.42 1.41
C -0.97 -1.07 -0.27
H 2.16 0.53 -0.22
H 1.38 0.18 -1.77
H 0.61 -1.22 1.64
H -1.66 -0.73 -1.03
H 0.10 2.16 0.27
H -0.61 -2.11 -0.42
H 1.77 -1.16 -0.67
H -0.51 1.74 -1.33
H -1.54 1.54 0.10
H -0.17 0.34 2.19

41
Properties=species:S:1:pos:R:3 method="wB97M-V/def2-TZVPD" energy_ev=-23553.3618 gap_ev=8.226 de_lowest_kj_mol=246.1 smiles="CCCCCCC1=NC(=O)[C@@H](Oc2ccccc2)C=C1"
O -3.17 -1.09 -1.68
O -3.92 0.45 0.84
N -2.09 -0.49 1.69
C 0.25 -0.40 -2.72
C -1.97 0.99 -1.73
C 2.27 2.39 0.55
C -0.94 -1.12 -2.48
C -3.36 -1.56 -0.32
C 2.51 0.92 0.84
C -0.06 -1.55 2.54
C -1.45 -2.70 0.83
C -2.03 -0.40 -1.93
C -0.82 1.67 -1.95
C 0.31 1.02 -2.48
C 1.23 0.35 1.46
C -1.29 -1.53 1.66
C 1.28 -1.14 1.84
C -3.15 -0.49 0.78
C -2.45 -2.77 -0.12
C 3.43 2.97 -0.24
H -0.85 2.76 -1.73
H 3.33 0.77 1.53
H -2.58 -3.59 -0.80
H -0.79 -3.52 0.89
H 3.38 4.06 -0.30
H 1.42 -1.74 0.97
H 2.81 0.35 -0.05
H 0.94 0.89 2.35
H 1.38 2.51 -0.09
H -2.86 1.50 -1.35
H 2.10 2.97 1.47
H 3.44 2.59 -1.25
H 0.06 -2.59 2.92
H -0.18 -0.90 3.39
H -4.39 -1.93 -0.21
H 4.37 2.70 0.24
H 1.08 -0.98 -3.16
H 1.19 1.60 -2.74
H 0.40 0.49 0.73
H 2.16 -1.30 2.46
H -0.97 -2.18 -2.66

14
Properties=species:S:1:pos:R:3 method="wB97M-V/def2-TZVPD" energy_ev=-9843.9385 gap_ev=10.648 de_lowest_kj_mol=322.4 smiles="O/N=C1/CC[C@H]1O"
O -0.64 1.30 1.31
O 1.90 1.54 0.20
N 1.82 0.25 -0.39
C -0.64 0.55 0.14
C 0.62 -0.14 -0.31
C -1.31 -0.84 0.20
C -0.12 -1.41 -0.63
H -0.35 -1.55 -1.69
H 0.36 -2.31 -0.26
H -2.31 -0.93 -0.22
H -0.93 1.10 -0.77
H 2.76 1.86 -0.08
H -1.32 -1.25 1.23
H 0.17 1.83 1.27

113
Properties=species:S:1:pos:R:3 method="wB97M-V/def2-TZVPD" energy_ev=-109254.7093 gap_ev=8.527 smiles="CCCCCCCCN(CCCI)[C@@H](CCF)[C@@H](O[C@H](CCF)CSCC)[PH2]=N.O=C1OC[C@@H](F)O1.O=C1OC[C@@H](F)O1.O=C1OC[C@@H](F)O1.O=C1OC[C@@H](F)O1"
I -4.70 -0.01 -0.58
S -0.56 -6.15 1.40
P 2.98 -2.20 0.63
F -7.97 10.68 -0.51
F 1.87 -4.57 5.25
F -0.17 7.83 0.60
F 7.63 -6.31 -3.26
F 2.48 -6.19 -2.27
F -0.33 5.07 5.58
O -0.16 6.40 -1.15
O -4.01 9.91 -2.37
O 5.27 -2.54 -3.06
O 5.09 -4.44 -1.86
O -2.25 6.65 -1.89
O -6.17 10.21 -1.79
O 1.82 -4.57 1.11
O 6.77 -4.22 -3.31
O -1.93 7.74 4.11
O -0.96 5.02 -2.75
O -1.54 5.58 3.73
O -4.64 9.83 -0.21
O -2.95 6.71 2.38
N 0.00 -2.53 -1.30
N 2.67 -0.67 0.78
C -0.02 2.87 0.26
C 0.96 -3.59 -0.86
C 1.86 -5.04 -2.76
C 2.77 -5.44 4.63
C -1.11 5.93 -2.01
C -5.87 10.11 0.46
C -4.85 9.98 -1.55
C -6.90 9.86 -0.63
C -2.42 -8.14 2.05
C 0.22 1.88 -2.06
C -0.98 -7.91 1.57
C 0.00 0.64 -2.93
C -1.12 7.28 5.20
C -2.09 7.55 -0.78
C -0.59 7.66 -0.68
C 0.61 -5.89 2.76
C 1.16 -0.36 -3.05
C -1.29 -2.85 -0.66
C -2.22 6.68 3.32
C -2.16 -1.62 -0.37
C 2.94 -5.03 3.19
C 1.61 -4.74 2.49
C 2.10 -3.88 -1.83
C -0.53 6.01 4.63
C 0.67 -1.67 -3.65
C -0.48 1.81 -0.72
C 7.11 -5.33 -2.49
C 5.67 -3.62 -2.77
C -0.18 -2.59 -2.76
C 1.50 -3.29 0.55
C 5.76 -5.71 -1.90
C -3.39 -1.56 -1.23
C -1.08 3.26 1.29
H -0.38 8.03 5.47
H 2.44 -3.00 -2.37
H 0.80 -5.27 -2.86
H -1.86 -3.54 -1.28
H 0.03 -5.62 3.63
H 1.53 -2.26 -3.96
H -2.90 -8.88 1.42
H 0.40 6.15 4.07
H -1.20 -2.30 -2.97
H -0.90 0.09 -2.65
H 1.20 -3.86 2.97
H 0.30 3.75 -0.29
H 2.93 -4.21 -1.24
H 3.49 -5.78 2.64
H -1.13 -3.37 0.28
H 1.14 -6.81 2.96
H 0.83 2.51 0.81
H 1.71 -0.53 -2.13
H -0.17 0.99 -3.94
H 3.71 -5.35 5.16
H -5.88 11.15 0.79
H -1.56 1.87 -0.85
H -3.18 -1.41 -2.28
H 1.29 2.02 -1.91
H -1.76 7.06 6.06
H 3.81 -2.45 -0.48
H 2.23 -4.83 -3.76
H 3.47 -4.09 3.22
H -0.29 -8.34 2.28
H -2.58 8.50 -0.97
H -0.19 2.71 -2.60
H 3.65 -2.70 1.75
H 3.09 -0.14 0.04
H -2.53 7.09 0.11
H 0.12 -1.46 -4.55
H -0.15 8.44 -1.30
H 2.38 -6.44 4.74
H -1.57 -0.71 -0.42
H -3.94 -2.49 -1.14
H -7.24 8.83 -0.71
H -2.43 -8.48 3.07
H -2.99 -7.23 1.96
H 1.87 0.05 -3.75
H -0.10 -3.62 -3.11
H -5.99 9.46 1.33
H 0.43 -4.53 -0.73
H 5.21 -6.38 -2.56
H -0.94 2.65 2.17
H -2.51 -1.70 0.65
H 0.74 -2.77 1.11
H -0.25 0.84 -0.29
H -2.08 3.14 0.90
H 7.85 -5.02 -1.76
H -0.83 -8.35 0.60
H 5.83 -6.14 -0.91
H -0.90 4.28 1.61

19
Properties=species:S:1:pos:R:3 method="wB97M-V/def2-TZVPD" energy_ev=-21087.5954 gap_ev=8.719 de_lowest_kj_mol=0.0 total_charge=+2 smiles="NC1=C[C@H]([NH3+])N(S)C=[NH+]1"
S -3.06 0.75 -0.13
N -1.00 -1.79 -0.65
N 2.86 0.57 0.27
N 0.77 1.56 -0.42
N -1.28 0.58 0.06
C 0.78 -0.52 0.65
C -0.65 -0.68 0.53
C 1.54 0.52 0.15
C -0.55 1.57 -0.46
H 1.33 2.21 -0.87
H -1.26 -2.52 -0.05
H 3.47 1.36 -0.04
H -1.78 -1.48 -1.39
H -0.99 2.41 -0.93
H -0.16 -2.18 -1.05
H -3.44 0.07 0.91
H 3.43 -0.10 0.80
H -1.28 -1.07 1.33
H 1.25 -1.27 1.30

23
Properties=species:S:1:pos:R:3 method="wB97M-V/def2-TZVPD" energy_ev=-9559.6484 gap_ev=9.980 de_lowest_kj_mol=51.4 smiles=Cc1ccccc1.CC
C 0.06 1.73 -0.12
C -0.97 1.15 0.60
C -0.36 -3.62 -0.87
C -0.41 -2.13 -1.21
C -0.71 0.78 1.92
C 1.22 2.15 0.55
C 1.43 1.84 1.89
C 0.44 1.17 2.58
C 0.10 1.75 -1.63
H 0.21 0.74 -2.02
H 0.02 -1.58 -0.38
H 1.86 2.86 0.03
H 0.86 2.40 -2.04
H -1.49 0.30 2.50
H -0.83 2.16 -2.03
H -1.42 -1.74 -1.35
H -1.11 -3.86 -0.13
H 0.52 0.82 3.60
H -0.64 -4.20 -1.75
H 0.16 -1.92 -2.11
H -1.97 1.02 0.24
H 0.63 -3.93 -0.54
H 2.41 2.11 2.26

86
Properties=species:S:1:pos:R:3 method="wB97M-V/def2-TZVPD" energy_ev=-64588.6695 gap_ev=6.467 de_lowest_kj_mol=0.0 total_charge=-1
Sn 0.89 0.08 -1.59
F -3.39 -5.99 -2.52
F 1.09 -3.02 -1.93
F 3.20 6.09 -2.56
F 3.39 -0.38 -1.08
F 1.21 -5.64 -1.64
F -3.59 -3.41 -2.83
N -1.23 -1.67 -2.41
N 1.25 -0.28 0.65
N -1.59 1.17 -1.61
C -2.17 0.75 -0.32
C 3.61 -0.70 0.23
C -1.25 -3.01 -2.36
C 0.08 1.03 2.39
C 0.89 2.28 2.11
C 0.32 -3.66 2.01
C -1.79 -3.15 0.76
C -0.05 -3.73 -2.08
C -0.87 1.07 3.42
C -1.64 -0.04 3.72
C 1.86 2.24 -1.70
C 2.50 -0.65 1.09
C -3.69 0.86 -0.13
C 1.96 2.52 3.19
C -0.42 -2.60 1.19
C -2.47 -0.97 -2.67
C -2.27 -5.26 -2.37
C 1.57 2.88 -2.91
C 3.15 4.25 -1.10
C -2.36 -3.89 -2.53
C 4.89 -1.03 0.59
C 5.16 -1.37 1.91
C 2.69 2.96 -0.82
C 0.25 -0.17 1.66
C 2.82 -1.01 2.42
C -2.71 3.49 -1.72
C -1.48 -1.20 2.99
C 4.11 -1.36 2.81
C -1.09 -5.91 -2.06
C 0.02 3.53 1.97
C 2.01 4.17 -3.22
C -2.21 0.53 -2.79
C 0.02 -5.09 -1.93
C -0.56 -1.29 1.95
C -1.45 2.62 -1.80
C 2.78 4.83 -2.29
H -1.00 1.99 3.99
H 1.76 4.65 -4.16
H 1.40 2.12 1.17
H 1.31 -3.30 2.31
H -1.65 -4.06 0.17
H -3.22 -1.15 -1.89
H -3.54 3.05 -2.28
H 0.99 2.35 -3.66
H 0.16 -2.40 0.29
H -2.37 0.01 4.53
H -1.90 -0.30 -0.17
H -3.03 3.65 -0.69
H -4.24 0.34 -0.91
H -3.93 0.39 0.83
H -0.76 3.38 1.22
H -2.10 -2.07 3.23
H -2.41 -3.40 1.62
H 6.16 -1.64 2.22
H -0.99 2.76 -2.77
H -3.17 1.01 -3.03
H 2.63 1.67 3.27
H 2.55 3.41 2.95
H 0.45 -4.57 1.42
H -0.47 3.79 2.91
H 4.28 -1.63 3.85
H -1.04 -6.98 -1.93
H -1.54 0.70 -3.63
H -0.72 2.98 -1.07
H 3.01 2.50 0.11
H -0.24 -3.91 2.91
H -2.33 -2.43 0.14
H 0.63 4.38 1.65
H -2.93 -1.27 -3.62
H 2.03 -1.01 3.16
H 5.66 -1.02 -0.17
H -2.49 4.47 -2.16
H 3.79 4.79 -0.41
H -1.67 1.31 0.46
H -4.04 1.89 -0.09
H 1.49 2.68 4.17

19
Properties=species:S:1:pos:R:3 method="wB97M-V/def2-TZVPD" energy_ev=-14289.1828 gap_ev=9.585 de_lowest_kj_mol=480.8
Si -1.00 -1.47 0.04
C 0.44 0.56 -1.39
C -3.20 -0.05 -0.11
C 1.75 -0.66 0.39
C 0.06 0.83 1.10
C -4.18 0.61 -0.10
C 0.35 -0.13 -0.07
H 0.51 0.33 1.95
H 2.32 0.24 0.56
H 1.57 -1.13 1.33
H -1.05 -2.11 1.33
H 2.23 -1.32 -0.20
H 0.30 -0.01 -2.24
H 0.52 1.77 0.91
H -5.11 1.23 -0.33
H 1.42 1.04 -1.60
H -1.00 0.89 1.18
H -1.02 -2.19 -1.20
H -0.27 1.36 -1.48

24
Properties=species:S:1:pos:R:3 method="wB97M-V/def2-TZVPD" energy_ev=-28635.1817 gap_ev=3.779 de_lowest_kj_mol=343.3
Cl -5.14 -2.50 -0.08
O 2.28 2.94 -1.05
O 2.31 3.06 1.21
N -2.84 -1.77 -1.06
C 0.10 0.33 -0.16
C 1.07 -0.76 -0.08
C -1.27 -0.31 -0.06
C -1.66 -1.13 -1.09
C 3.93 1.70 0.14
C 1.97 -1.55 -0.01
C -3.67 -1.61 -0.01
C -2.12 -0.15 1.03
C -3.35 -0.81 1.04
C 2.73 2.67 0.09
H 4.80 2.14 0.62
H -3.09 -2.36 -1.84
H 3.63 0.82 0.72
H -4.01 -0.68 1.88
H -1.01 -1.27 -1.94
H -1.83 0.48 1.86
H 0.24 1.05 0.65
H 4.22 1.38 -0.86
H 2.50 -2.46 0.11
H 0.22 0.80 -1.13